1.
48
Properties=species:S:1:pos:R:3:forces:R:3:nbo_charge:R:1 method="wB97M-V/def2-TZVPD" smiles=C1CCOC1.ClCCl.ClCCl.ClCCl.ClCCl.ClCCl.OCCO charge=0 homo_lumo_gap_ha=0.36385
C -3.69718 2.90403 0.75273 -0.798 0.302 0.673 -0.42
C -4.85376 3.94844 0.65855 -0.110 -0.853 -0.121 -0.44
C -4.91260 4.28161 -0.82703 0.496 -1.120 -0.206 -0.07
O -3.90580 3.40536 -1.46149 -0.699 1.980 -0.677 -0.54
C -3.64064 2.30893 -0.63016 0.359 0.421 -0.161 -0.07
H -3.88373 2.15729 1.52454 0.131 0.107 0.129 0.21
H -2.75270 3.41656 0.93542 0.000 -0.079 0.139 0.21
H -4.77295 4.82757 1.29785 0.231 -0.183 0.024 0.22
H -5.80462 3.45453 0.85862 0.069 -0.027 0.561 0.20
H -4.78243 5.34727 -1.01553 0.641 -0.231 -0.446 0.19
H -5.89357 4.00051 -1.21015 -0.030 0.036 -0.246 0.17
H -2.62578 1.97218 -0.84175 -0.016 -0.116 -0.195 0.19
H -4.32698 1.50278 -0.88932 -0.271 -0.236 0.525 0.16
Cl 6.11116 5.03644 -0.91859 0.180 0.050 0.527 -0.03
C 5.75504 5.48573 0.77534 -0.681 0.234 -0.546 -0.36
Cl 3.94249 5.46437 0.98390 1.139 -0.033 0.262 -0.05
H 6.26089 4.80483 1.45987 -0.430 -0.075 -0.183 0.23
H 6.10407 6.50609 0.93390 -0.214 -0.188 -0.057 0.22
Cl 2.22120 2.40000 -5.60066 0.275 0.734 -0.574 -0.05
C 2.81248 3.28391 -7.07220 -0.642 -0.428 0.189 -0.38
Cl 3.59117 2.14541 -8.15174 0.479 -0.168 -0.258 -0.02
H 1.95218 3.64124 -7.63814 0.053 0.154 0.498 0.22
H 3.49944 4.08652 -6.80388 -0.165 -0.294 0.148 0.23
Cl 2.39950 -9.95141 -0.98883 -0.692 -0.454 -0.705 -0.01
C 3.50918 -8.61624 -0.89391 0.114 0.522 0.065 -0.42
Cl 4.31721 -8.77533 0.64873 0.751 0.379 0.543 -0.02
H 4.23938 -8.62912 -1.70308 -0.154 -0.214 0.145 0.22
H 2.96934 -7.66932 -0.89540 -0.018 -0.230 -0.047 0.22
Cl 3.98940 -0.31346 2.80378 -0.177 0.434 -0.286 -0.03
C 2.66268 -0.29944 1.61026 0.292 -0.644 0.030 -0.38
Cl 2.47454 -1.98220 1.01261 -0.370 0.459 0.073 -0.04
H 1.76851 0.05205 2.12504 0.085 -0.288 -0.229 0.22
H 2.89459 0.30081 0.73047 0.172 0.050 0.407 0.23
Cl 4.99821 2.57881 10.26722 0.027 -0.263 0.066 -0.01
C 4.61212 3.47677 8.81070 -0.046 0.583 -0.199 -0.40
Cl 6.05612 4.27290 8.11892 -0.260 -0.176 0.055 -0.04
H 4.18119 2.82945 8.04692 0.169 0.017 0.255 0.22
H 3.91802 4.26589 9.09988 0.110 -0.161 -0.180 0.22
O -5.33894 -6.11669 -0.20077 0.277 0.564 -0.199 -0.71
C -4.86949 -5.59677 -1.43538 0.905 -0.441 -0.992 -0.08
C -3.38234 -5.99777 -1.68323 -0.875 0.477 -0.001 -0.07
O -3.08533 -5.72237 -3.05002 -0.340 0.015 -0.007 -0.73
H -6.09354 -5.56462 0.01694 -0.126 -0.163 0.335 0.47
H -5.51107 -5.92976 -2.25122 0.150 -0.430 -0.205 0.16
H -4.88984 -4.51106 -1.52986 -0.106 0.254 0.546 0.16
H -3.18685 -7.04288 -1.44315 -0.161 -0.035 0.148 0.17
H -2.79236 -5.33384 -1.05138 0.263 -0.235 0.250 0.16
H -2.23738 -6.10608 -3.28527 0.014 -0.007 0.126 0.47

2.
43
Properties=species:S:1:pos:R:3:forces:R:3:mulliken_spin:R:1 method="wB97M-V/def2-TZVPD" charge=+2 homo_lumo_gap_ha="0.20993 / 0.17622" multiplicity=4
C -0.66818 -2.18993 -2.33581 -0.235 -0.094 -0.492 0.04
C -0.27525 -1.36588 -1.16002 0.294 -1.726 3.393 0.07
H -0.85784 -3.24609 -2.04190 0.239 0.720 -0.074 0.00
H 0.10786 -2.11673 -3.11028 -0.022 -0.115 0.262 0.00
H -1.56339 -1.75386 -2.79952 0.091 -0.093 0.199 0.00
O -0.06036 -1.69358 -0.00813 -0.696 1.824 -3.483 0.05
I -0.92102 3.68782 -1.96774 0.118 0.736 -0.436 0.92
Nd 0.04415 1.13121 -0.62818 1.631 -1.738 0.841 1.85
P -2.84915 0.54782 0.09159 -0.949 0.316 0.403 0.00
C -3.58783 -0.31615 1.51837 0.510 -0.437 0.053 0.00
C -3.40334 2.25230 0.50778 0.413 -0.018 -0.173 -0.01
H -4.49300 2.23860 0.41979 0.168 0.325 0.128 0.00
H -4.97139 0.77241 -1.03859 0.061 -0.280 -0.168 0.00
H -2.94822 2.94902 -0.20415 -0.487 0.103 0.306 0.00
H -3.61199 0.36309 -2.14853 -0.503 -0.080 -0.057 0.00
H -2.89280 -0.29700 2.35967 -0.199 -0.123 0.042 0.00
H -3.10390 2.53512 1.52209 -0.107 0.047 -0.235 0.00
C -4.08172 0.15139 -1.18001 0.345 -0.163 -0.494 -0.01
H -4.52970 0.16519 1.80258 0.146 -0.103 -0.121 0.00
H -4.33704 -0.91566 -1.12167 0.009 0.319 -0.162 0.00
H -3.77134 -1.35850 1.23229 0.009 0.178 0.235 0.00
P 2.90673 -0.60546 -0.87793 1.161 0.364 -0.075 0.01
C 3.65059 -1.73624 0.36831 -0.315 -0.075 0.291 0.00
C 3.20939 -1.53769 -2.40130 -0.099 -0.190 -0.611 0.00
H 4.04848 1.36566 -1.67472 0.296 0.045 0.029 0.00
H 5.24850 0.08774 -1.25531 -0.251 -0.019 0.052 0.00
H 4.42140 1.04386 0.02215 0.145 0.040 -0.150 0.00
C 4.31773 0.58402 -0.96292 -0.695 0.241 0.042 0.00
H 2.45460 -1.24072 -3.14524 0.436 -0.252 -0.038 0.00
H 4.21857 -1.28099 -2.77051 -0.533 -0.314 0.008 0.00
H 4.73892 -1.58044 0.34074 -0.360 -0.188 0.051 0.00
H 3.41596 -2.78252 0.13591 0.029 0.264 0.181 0.00
H 3.14446 -2.61931 -2.21144 -0.019 0.337 -0.219 0.00
H 3.28464 -1.49965 1.37669 0.237 -0.206 -0.166 0.00
Cl 2.10512 2.58080 0.05610 -1.109 0.298 -0.436 0.06
S 1.60757 0.59051 3.60333 -0.805 -0.034 -0.979 0.00
C 0.10797 1.33274 3.99748 -0.896 0.036 -0.947 0.00
C -0.73788 1.32369 2.90256 0.906 0.201 0.392 0.00
N -0.17700 0.81991 1.73609 1.284 -0.803 1.574 0.00
C 1.04642 0.32671 1.99670 -0.588 0.681 0.485 0.00
H -0.11493 1.77083 4.97176 0.182 -0.393 -0.308 0.00
H -1.77252 1.64930 2.88212 0.368 0.166 0.150 0.00
H 1.65071 -0.13335 1.19979 -0.210 0.204 0.709 0.00

3.
83
Properties=species:S:1:pos:R:3:forces:R:3:mulliken_spin:R:1 method="wB97M-V/def2-TZVPD" charge=-2 homo_lumo_gap_ha="0.20751 / 0.21746" multiplicity=3
V 4.59938 18.30937 8.06381 1.673 0.115 0.095 2.00
I 6.80077 20.31309 8.36055 -1.264 -1.147 -0.012 -0.11
C 5.06627 28.20630 6.02922 0.090 -1.090 1.841 0.00
C 4.08498 28.49059 7.21120 0.634 1.209 -1.472 0.00
C 3.62084 27.46645 8.22508 -1.048 -0.211 -0.543 0.00
C 4.72068 26.66541 8.89488 -0.375 0.056 -1.916 0.00
N 4.28848 25.69108 9.95155 -0.246 -1.024 -0.242 0.00
C 4.05628 26.40186 11.21568 -1.233 0.503 1.721 0.00
C 4.28122 25.42427 12.40789 1.098 0.045 -1.522 0.00
C 5.41130 24.51844 11.75949 -1.094 -0.409 2.317 0.00
C 5.43442 24.72378 10.26681 0.360 1.176 0.874 0.00
C 3.01825 24.87192 9.60367 -0.087 -1.059 -1.204 0.00
C 3.11696 23.94297 8.35554 0.388 1.380 -0.394 0.00
C 1.78451 23.42487 7.87470 -0.925 -0.667 0.712 0.00
H 4.77667 27.27174 5.54879 -0.012 0.088 -0.298 0.00
H 6.04329 28.03164 6.47978 0.373 0.129 -0.537 0.00
H 5.07916 29.02794 5.31309 0.053 -0.108 0.197 0.00
H 3.25448 28.85385 6.60588 -0.731 0.114 0.868 0.00
H 4.45594 29.32808 7.80206 0.172 0.341 -0.262 0.00
H 2.92949 26.81279 7.69325 -0.012 -0.358 0.194 0.00
H 3.00444 28.07076 8.89063 0.000 -0.294 0.502 0.00
H 5.50065 27.36383 9.19815 0.021 -0.354 0.894 0.00
H 5.16355 26.12192 8.06027 0.145 -0.516 0.297 0.00
H 3.06821 26.86102 11.24707 -0.175 -0.217 -0.362 0.00
H 4.72815 27.25918 11.25665 0.397 -0.303 0.124 0.00
H 3.46157 24.82350 12.80205 -0.339 0.288 -0.620 0.00
H 4.65352 26.01841 13.24246 0.132 -0.163 -0.016 0.00
H 5.24311 23.47009 12.00604 0.036 0.030 0.041 0.00
H 6.30517 24.84362 12.29179 0.396 -0.298 -0.641 0.00
H 5.34522 23.78840 9.71435 0.336 0.454 -0.291 0.00
H 6.32294 25.34498 10.15394 0.166 -0.555 -1.137 0.00
H 2.21117 25.59147 9.46594 0.068 -0.036 0.191 0.00
H 2.77313 24.13745 10.37085 0.306 0.628 0.824 0.00
H 3.85345 23.15006 8.48581 -0.030 0.091 -0.110 0.00
H 3.32254 24.59404 7.50586 1.156 -0.057 -0.108 0.00
H 1.15950 24.29941 7.69406 -0.339 -0.152 -0.301 0.00
H 1.25875 22.74725 8.54739 0.092 0.222 0.439 0.00
H 1.88014 22.80158 6.98562 0.279 0.416 -0.234 0.00
N 0.41725 17.43220 7.84595 5.494 0.770 -6.559 0.00
S -0.05567 16.72726 9.00461 -8.185 -3.310 11.959 0.00
O 0.82175 16.46180 10.13524 0.616 -0.647 -2.096 0.00
O -1.22669 15.83764 8.86564 2.506 0.591 -0.898 0.00
F -0.90330 17.92910 9.79307 0.372 0.406 -1.367 0.00
S 1.65338 16.35270 7.34545 -0.621 0.889 -1.865 0.00
O 1.45249 14.94243 7.54691 0.119 1.876 -0.430 0.00
O 2.99990 16.83954 7.67535 -1.584 0.080 -0.763 -0.04
F 1.33323 16.64450 5.74954 1.300 -0.431 2.177 0.00
N 3.55769 19.00187 9.60961 -0.618 0.775 5.832 0.01
S 2.38868 19.96661 10.06379 -6.114 6.118 -7.005 0.03
O 2.72564 21.41178 10.27621 -0.505 -3.379 0.517 -0.01
O 1.17649 19.41814 10.58386 1.582 0.281 1.081 0.00
F 2.02655 20.06064 8.51824 -1.073 0.619 -1.144 0.01
S 3.96226 19.08109 11.25558 7.707 -3.629 5.473 0.00
O 3.26010 18.37846 12.32837 -0.046 0.971 -2.887 0.00
O 4.61948 20.29510 11.71972 -1.180 -1.006 -1.290 0.01
F 5.21226 18.12771 10.96062 -0.047 0.238 0.402 0.01
N 4.30139 18.73792 6.17512 0.695 -0.618 -4.623 0.02
S 4.19586 20.12486 5.38272 -2.765 7.924 -0.600 0.01
O 2.90845 20.38859 4.67841 2.917 -1.660 1.707 0.00
O 5.34645 20.77868 4.77999 -1.213 -2.169 0.860 0.00
F 3.99874 20.99709 6.71535 -0.146 -0.287 0.129 0.00
S 4.66646 17.90395 4.64931 2.744 -6.058 -1.591 0.02
O 6.05065 18.04730 4.18021 -3.468 0.915 1.115 0.00
O 3.56321 17.76570 3.70688 1.677 1.006 2.116 0.00
F 4.80093 16.43825 5.32913 -1.057 1.684 -0.285 0.01
N 5.64690 16.62500 8.39515 0.747 -3.690 3.294 -0.01
S 6.75917 15.73175 7.68590 4.706 0.258 -7.386 0.02
O 6.18389 14.87356 6.66076 0.795 0.391 2.329 0.00
O 7.97002 15.27535 8.37326 -3.060 0.974 -0.106 0.00
F 7.22569 16.96135 6.80930 0.438 -0.023 0.244 0.01
S 5.36484 15.23500 9.47326 -6.949 -1.082 4.557 0.02
O 6.11198 14.95184 10.66658 0.943 1.386 -1.462 0.00
O 4.70359 14.06190 8.92211 1.530 2.023 -0.580 0.01
F 4.06552 16.03114 10.12707 1.068 -0.559 -0.756 0.01
N 10.01978 20.22846 6.29403 4.814 1.285 1.086 0.00
S 10.03404 18.96653 5.50980 -7.053 -9.244 -5.219 0.00
O 10.01806 17.64591 6.19458 1.033 2.734 -0.778 0.00
O 10.54097 18.90372 4.11901 0.522 0.590 2.405 0.00
F 8.49601 19.12358 5.21260 -1.657 -0.340 -0.636 0.00
S 11.74667 20.06303 6.25341 2.446 7.062 0.605 0.00
O 12.41472 20.76812 5.16071 -0.853 -1.976 0.543 0.00
O 12.39010 19.04043 6.97626 0.321 -1.631 -0.130 0.00
F 11.78796 21.23351 7.27165 0.644 1.627 2.118 0.00